1.
The following is a DFT calculation (wB97M-V/def2-TZVPD) of C14H31N5O4P2 as an isolated structure.

Its charge is 0. As for the spin multiplicity: 1.

Atoms and positions in Å:
N 3.40886 4.57310 -0.76101
P 2.34393 3.69575 -0.06293
O 1.24123 2.98382 -1.00785
P 1.54965 1.69011 -1.93015
O 0.67098 0.57589 -1.62557
O 3.08577 1.36622 -1.69002
O 1.38835 2.28952 -3.37707
C 2.41533 2.36717 -4.38123
C 2.38581 1.13147 -5.27398
N 2.45633 -0.15463 -4.61432
H 3.27255 4.70206 -1.75712
H 1.51696 4.31804 0.87603
H 2.89548 2.63771 0.67025
H 3.68263 2.12655 -1.80618
H 2.18605 3.25231 -4.97957
H 3.40080 2.53843 -3.93761
H 1.48462 1.16752 -5.89295
H 3.23542 1.22237 -5.96022
H 3.36625 -0.35132 -4.22017
H 1.73398 -0.29001 -3.91723
C -2.24076 -1.16242 2.29841
C -2.61269 -0.14494 1.22990
C -1.48061 0.85171 0.95642
C -1.10547 1.61538 2.14540
N -0.81119 2.20808 3.08303
H -2.05713 -0.67431 3.25646
H -3.04329 -1.88599 2.44504
H -1.33815 -1.70696 2.02383
H -3.51669 0.38931 1.52912
H -2.84068 -0.65562 0.29355
H -1.76288 1.55951 0.17560
H -0.59009 0.32375 0.60865
C 2.16439 -0.74126 6.83301
C 2.54102 0.33004 5.81748
C 1.43233 0.59277 4.79189
C 1.11501 -0.60409 4.01321
N 0.85664 -1.54118 3.40413
H 1.99228 -1.70257 6.34686
H 2.96117 -0.87715 7.56423
H 1.25597 -0.46760 7.37294
H 3.45381 0.03782 5.29430
H 2.75517 1.26825 6.33210
H 1.71996 1.37859 4.09343
H 0.51652 0.92366 5.28410
C -4.23288 -4.50253 -3.48240
C -3.70077 -3.08371 -3.32648
C -3.33640 -2.74049 -1.87627
C -4.50624 -2.83750 -1.00186
N -5.43956 -2.92751 -0.34207
H -5.15445 -4.64316 -2.91628
H -4.44940 -4.71883 -4.52836
H -3.50436 -5.23604 -3.13169
H -4.44269 -2.36892 -3.68694
H -2.80749 -2.95448 -3.93990
H -2.94389 -1.72477 -1.80982
H -2.56747 -3.41893 -1.50211

Atom charges from the natural (NBO) analysis, given in e for atoms 1 to 6: N -1.334; P 1.641; O -1.070; P 2.572; O -1.079; O -0.995


2.
The following is a DFT calculation (wB97M-V/def2-TZVPD) of C17H35N3RhS2Si4 as an isolated structure.

Its charge is +1. As for the spin multiplicity: 5.

Atoms and positions in Å:
Rh 0.25370 -0.03386 0.02759
C -4.06828 2.51810 1.84447
S -3.33273 3.10052 0.29364
C -1.86068 2.15093 0.26140
S -1.93532 0.40892 0.40030
N -0.72107 2.78029 0.05257
N 0.31124 1.98196 -0.07312
C 1.57077 2.52309 -0.20209
C 2.61094 1.60732 -0.27621
C 3.96898 2.00810 -0.36785
C 4.95579 1.06925 -0.39097
C 4.60760 -0.29415 -0.35143
C 3.28162 -0.64325 -0.28161
N 2.27882 0.24552 -0.22787
H -5.05750 2.96860 1.89252
H -3.47329 2.85362 2.69064
H -4.16736 1.43572 1.84437
H 1.71494 3.59487 -0.21635
H 4.19504 3.06522 -0.40531
H 5.99558 1.36442 -0.43916
H 5.36575 -1.06386 -0.37282
H 2.98892 -1.68188 -0.27412
C 2.31391 -2.54693 -2.73118
Si 0.62213 -3.10355 -2.17714
C 0.57631 -4.96856 -2.22062
C -0.66366 -2.31233 -3.27248
Si 0.18116 -2.36411 0.06251
Si -2.25192 -3.28909 0.34215
C -3.23692 -2.55192 -1.04019
C -2.23593 -5.13655 0.28153
C -2.72155 -2.64639 2.01632
Si 1.24264 -3.25770 2.02046
C 1.05452 -5.11401 2.09082
C 0.42716 -2.42775 3.48496
C 3.06660 -2.86419 2.04816
H 2.43395 -2.83579 -3.77917
H 3.11715 -3.02185 -2.16330
H 2.44172 -1.46402 -2.66778
H 0.90292 -5.33498 -3.19985
H -0.42412 -5.35886 -2.04228
H 1.24718 -5.39245 -1.46912
H -0.30228 -2.26417 -4.30368
H -0.88380 -1.29070 -2.95007
H -1.59648 -2.87310 -3.27481
H -3.16695 -3.15249 -1.94527
H -2.93876 -1.52878 -1.27124
H -4.28610 -2.52637 -0.72588
H -1.91528 -5.51766 -0.68523
H -3.26391 -5.48110 0.45064
H -1.60893 -5.57358 1.05325
H -2.34698 -1.63968 2.20291
H -2.36435 -3.30516 2.80668
H -3.81551 -2.60848 2.06768
H 0.02943 -5.40875 2.30931
H 1.68528 -5.52189 2.88751
H 1.35664 -5.58937 1.15390
H -0.47590 -2.95417 3.79393
H 0.15391 -1.39348 3.25786
H 1.10816 -2.41133 4.34030
H 3.60992 -3.31884 1.21577
H 3.47694 -3.27481 2.97547
H 3.26297 -1.79059 2.04325

Atom charges from the natural (NBO) analysis, given in e for atoms 1 to 6: Rh 0.629; C -0.735; S 0.314; C -0.179; S 0.012; N -0.182


3.
The following is a DFT calculation (wB97M-V/def2-TZVPD) of C3H5N2 as an isolated structure.

Its charge is +1. As for the spin multiplicity: 1.

Atoms and positions in Å:
C 1.24989 0.69123 -0.14447
C -0.26601 0.63573 0.37275
C 0.13831 -0.79967 0.38353
N 1.42842 -0.55466 -0.18593
N -0.93786 -0.34881 -0.47574
H 1.92204 1.53720 -0.16428
H -0.75697 1.28172 1.05443
H 0.01709 -1.54739 1.02342
H -1.87287 -0.59327 -0.25782
H -0.92204 -0.30208 -1.60588

Atom charges from the natural (NBO) analysis, given in e for atoms 1 to 6: C 0.180; C -0.134; C 0.124; N -0.339; N -0.526; H 0.247


4.
The following is a DFT calculation (wB97M-V/def2-TZVPD) of one molecule with the formula C6H12O.

Its charge is 0. As for the spin multiplicity: 1.

Atoms and positions in Å:
C -1.52812 1.84061 -0.97978
C -0.09354 1.29205 -1.02830
C -0.01422 -0.17258 -0.74980
C 1.19444 -1.01164 -0.56117
C 0.31036 -0.88192 0.64211
C 1.03802 -1.02839 2.02272
O -0.83570 -1.72583 0.72078
H -1.50407 2.93439 -0.99445
H -2.06553 1.53627 -0.07206
H -2.12750 1.51407 -1.84013
H 0.51557 1.77965 -0.26632
H 0.32952 1.50665 -2.01654
H -0.77532 -0.73843 -1.31393
H 2.10802 -0.41732 -0.50938
H 1.30509 -1.99095 -1.00740
H 1.50876 -2.03179 1.97755
H 0.33448 -1.09082 2.86097
H 1.84416 -0.34017 2.29603
H -1.52677 -1.05324 0.83134

Atom charges from the natural (NBO) analysis, given in e for atoms 1 to 6: C -0.599; C -0.413; C -0.189; C -0.445; C 0.200; C -0.617


5.
The following is a DFT calculation (wB97M-V/def2-TZVPD) of one molecule with the formula C5H7N.

Its charge is 0. As for the spin multiplicity: 1.

Atoms and positions in Å:
C -1.34825 -1.81859 1.89367
C -0.58732 -1.46922 1.02943
C 0.34142 -0.95873 0.01182
N 0.50136 0.47360 0.20026
C -0.39163 1.34597 -0.52898
C 1.05141 1.26042 -0.88042
H -2.01655 -2.11251 2.67274
H 1.32269 -1.43113 0.13851
H -0.02087 -1.23181 -0.99700
H -0.78976 2.19046 0.02728
H -1.09263 0.89107 -1.23220
H 1.75255 2.02848 -0.56272
H 1.30121 0.77717 -1.82552

Atom charges from the natural (NBO) analysis, given in e for atoms 1 to 6: C -0.228; C -0.015; C -0.296; N -0.387; C -0.256; C -0.260


6.
The following is a DFT calculation (wB97M-V/def2-TZVPD) of one molecule with the formula C23H25FN4O2.

Its charge is 0. As for the spin multiplicity: 1.

Atoms and positions in Å:
C 3.88528 0.48766 -3.09405
O 3.38576 1.18823 -1.97357
C 2.05276 1.25241 -1.75486
C 1.66017 2.08800 -0.70383
C 0.33363 2.30275 -0.38242
C -0.05144 3.20934 0.76360
N -0.68560 2.43251 1.82947
C 0.07489 2.37388 3.06556
C -0.48732 1.28376 3.97730
C -1.97116 1.51601 4.24721
C -2.75844 1.70945 2.94282
C -2.94975 0.37439 2.21412
O -3.96918 -0.27232 2.33447
N -1.87253 0.01798 1.47411
C -1.66620 -1.11382 0.69476
C -2.66991 -2.02224 0.36775
C -2.37003 -3.10236 -0.44229
C -1.09197 -3.30253 -0.93363
C -0.08757 -2.39960 -0.59760
N 1.22946 -2.55796 -1.04001
C 1.69980 -3.34840 -2.03404
C 3.06030 -3.17416 -2.07662
C 3.32756 -2.24871 -1.05419
N 2.21953 -1.88484 -0.44745
C -0.37550 -1.31313 0.21439
C -2.07382 2.78033 2.08653
C -0.65253 1.65705 -1.12257
C -0.29574 0.80266 -2.14436
C 1.03744 0.60230 -2.45508
F 1.30537 -0.25377 -3.47676
H 3.67396 -0.58208 -3.02995
H 3.47837 0.88434 -4.02811
H 4.96264 0.64515 -3.07392
H 2.44889 2.57849 -0.15463
H -0.74289 3.97565 0.39675
H 0.83773 3.72321 1.14059
H 1.11364 2.14243 2.81923
H 0.04998 3.34364 3.59424
H -0.33916 0.30816 3.51338
H 0.06193 1.29055 4.92032
H -2.38911 0.67847 4.80754
H -2.08723 2.41789 4.85439
H -3.76587 2.05499 3.19649
H -1.11828 0.71408 1.45776
H -3.66563 -1.87669 0.75136
H -3.14904 -3.80565 -0.69565
H -0.88186 -4.15913 -1.55374
H 1.05822 -3.94798 -2.64537
H 3.75991 -3.63824 -2.74129
H 4.27057 -1.84291 -0.74449
H 0.42053 -0.63078 0.46757
H -2.59716 2.86894 1.13154
H -2.15099 3.75083 2.60938
H -1.69539 1.81383 -0.89941
H -1.04110 0.27778 -2.72082

Atom charges from the natural (NBO) analysis, given in e for atoms 1 to 6: C -0.251; O -0.503; C 0.315; C -0.259; C -0.022; C -0.232


7.
The following is a DFT calculation (wB97M-V/def2-TZVPD) of a 4-piece molecular cluster, C5H14ClO5 overall.

Its charge is -1. As for the spin multiplicity: 1.

Atoms and positions in Å:
Cl 3.04171 5.08365 24.43201
C 5.84184 3.77754 22.43933
O 4.51811 3.94373 21.97422
H 6.28076 2.88880 21.98503
H 6.45110 4.65757 22.19470
H 5.87384 3.65990 23.52909
H 4.02425 4.48603 22.63059
C 3.47109 0.66608 22.66996
O 3.25378 1.77095 23.51234
H 2.82261 -0.14767 23.01546
H 3.15206 0.82885 21.63044
H 4.50919 0.31143 22.70065
H 3.69819 2.54218 23.12598
C -1.97418 1.17613 25.02821
O -1.66778 1.60947 23.72166
C -0.64032 2.48659 23.66031
O 0.00205 2.83296 24.60198
O -0.50918 2.85149 22.39421
C 0.43366 3.89081 22.08663
H -2.22775 2.01937 25.67379
H -1.12829 0.65376 25.48030
H -2.82073 0.49687 24.97084
H 1.39579 3.72355 22.56816
H 0.02898 4.84804 22.41160
H 0.52121 3.89049 21.00455

Atom charges from the natural (NBO) analysis, given in e for atoms 1 to 6: Cl -0.921; C -0.252; O -0.800; H 0.156; H 0.150; H 0.184


8.
The following is a DFT calculation (wB97M-V/def2-TZVPD) of a 5-piece molecular cluster, H11O5 overall.

Its charge is +1. As for the spin multiplicity: 1.

Atoms and positions in Å:
O 1.97067 0.26002 -1.64879
H 2.84545 0.47474 -1.29837
H 1.98302 -0.59831 -2.07502
O 1.20614 1.28038 2.30504
H 1.83980 1.96716 2.54647
H 0.40876 1.48005 2.83634
O -1.28608 -0.84894 0.86584
H -1.90996 -1.17468 1.52431
H -1.44063 -1.33374 0.03031
O -2.05710 -1.81548 -1.61350
H -1.53177 -1.40663 -2.30300
H -2.89018 -2.07889 -2.01634
O 0.16577 1.18377 0.10023
H 0.56535 0.91678 -0.76482
H 0.77752 1.20917 0.99912
H -0.43381 0.43071 0.35100

Atom charges from the natural (NBO) analysis, given in e for atoms 1 to 6: O -0.975; H 0.505; H 0.504; O -0.893; H 0.521; H 0.516


| no. | electronic energy (eV) |
| --- | --- |
| 1 | -49241.378 |
| 2 | -78850.030 |
| 3 | -6161.005 |
| 4 | -8461.635 |
| 5 | -6785.209 |
| 6 | -37029.724 |
| 7 | -28173.716 |
| 8 | -10409.877 |